Record 1
Formula: C27H29ClLuOP
Source: OMol25
Level of theory: wB97M-V/def2-TZVPD

Structure (ORCA input):
```
! RIJCOSX wB97M-V def2-TZVPD def2/J DEFGRID3
* xyz 0 1
C -0.326 1.300 3.523
C -0.527 1.745 2.168
C -1.611 1.022 1.616
H 0.031 2.513 1.627
C -2.100 0.131 2.613
C -1.338 0.360 3.818
H -1.503 -0.023 4.826
H 0.466 1.637 4.198
H -2.045 1.153 0.610
H -2.901 -0.613 2.451
Lu 0.042 -0.747 2.205
Cl -0.679 -2.521 0.657
P -0.047 0.203 -1.823
C -1.642 0.588 -2.655
C -1.847 1.692 -3.498
H -1.040 2.402 -3.676
C -3.085 1.881 -4.118
H -3.227 2.735 -4.782
C -4.127 0.979 -3.889
H -5.091 1.129 -4.373
C -3.935 -0.117 -3.040
H -4.743 -0.828 -2.868
C -2.707 -0.306 -2.411
H -2.551 -1.144 -1.730
C 0.894 1.741 -2.182
C 0.696 2.822 -1.298
H 0.003 2.710 -0.464
C 1.371 4.023 -1.497
H 1.213 4.851 -0.804
C 2.245 4.163 -2.581
H 2.769 5.104 -2.738
C 2.445 3.099 -3.462
H 3.117 3.204 -4.314
C 1.782 1.885 -3.259
H 1.951 1.054 -3.944
C 0.700 -0.961 -3.033
C 0.185 -1.210 -4.315
H -0.726 -0.712 -4.646
C 0.844 -2.094 -5.174
H 0.442 -2.270 -6.173
C 2.005 -2.747 -4.754
H 2.513 -3.439 -5.424
C 2.515 -2.516 -3.472
H 3.424 -3.019 -3.142
C 1.862 -1.640 -2.609
H 2.236 -1.471 -1.599
C 2.313 -2.180 5.344
C 0.804 -1.896 5.288
C -0.139 -3.034 5.645
C 0.522 -0.815 6.314
O 0.465 -1.555 3.990
H 2.641 -2.496 6.343
H 2.884 -1.269 5.092
H 2.577 -2.948 4.611
H -0.041 -3.493 6.636
H -1.171 -2.649 5.580
H -0.105 -3.821 4.895
H 1.018 0.104 6.031
H -0.543 -0.623 6.333
H 0.822 -1.073 7.330
*
```

- E_HOMO (eV) = -8.2
- M (g mol⁻¹) = 610.9
- frontier orbital gap (eV) = 7.805
- F_max (hartree/bohr) = 0.03565

Here are the Löwdin charges for atoms 1 to 8, given in e:
1. C -0.208
2. C -0.204
3. C -0.239
4. H 0.086
5. C -0.240
6. C -0.217
7. H 0.095
8. H 0.108

***

Record 2
Formula: C27H29F24N4O3
Source: OMol25
Level of theory: wB97M-V/def2-TZVPD

Structure (ORCA input):
```
! RIJCOSX wB97M-V def2-TZVPD def2/J DEFGRID3
* xyz 1 1
C 0.187 2.213 -0.094
C -0.392 2.032 -1.467
N -0.743 0.890 -1.865
C -0.535 3.225 -2.401
N -0.943 4.440 -1.681
C -0.017 5.361 -1.491
N 0.745 5.811 -2.593
C 2.042 6.056 -1.896
C 1.544 6.793 -0.659
N 0.359 5.955 -0.300
C -2.321 4.641 -1.244
C -3.320 4.329 -2.163
C -4.644 4.542 -1.803
C -4.952 5.056 -0.551
C -3.945 5.356 0.358
C -2.611 5.146 0.014
H 1.004 1.511 0.019
H 0.592 3.213 0.018
H -0.581 2.024 0.645
H -1.092 0.954 -2.820
H -1.240 2.998 -3.189
H 0.427 3.425 -2.865
H 0.276 6.713 -2.745
H 2.306 5.069 -1.521
H 2.798 6.530 -2.499
H 1.237 7.791 -0.979
H 2.294 6.894 0.112
H -0.338 6.629 0.019
H -3.044 3.954 -3.133
H -5.412 4.323 -2.525
H -5.983 5.233 -0.293
H -4.200 5.765 1.320
H -1.864 5.386 0.750
C 0.895 -2.338 -0.647
C 1.388 -2.427 0.805
C 2.893 -2.342 1.063
F 3.562 -3.348 0.475
F 3.105 -2.425 2.399
F 0.879 -3.525 1.398
F 0.853 -1.341 1.445
O 0.578 -3.536 -1.326
C 1.526 -4.275 -1.988
C 1.713 -5.663 -1.367
F 2.064 -5.564 -0.071
F 2.699 -6.304 -2.029
F 2.691 -3.612 -2.096
F 1.065 -4.473 -3.240
H -0.061 -1.820 -0.581
H 1.537 -1.692 -1.248
H 3.297 -1.388 0.711
H 0.788 -6.237 -1.445
C 5.508 -4.611 7.176
C 6.785 -4.058 6.525
C 7.296 -2.693 6.994
F 6.399 -1.716 6.758
F 8.423 -2.394 6.307
F 6.656 -4.068 5.182
F 7.778 -4.937 6.842
O 4.284 -4.466 6.480
C 3.509 -3.343 6.585
C 3.392 -2.607 5.248
F 4.606 -2.257 4.785
F 2.667 -1.476 5.426
F 3.929 -2.531 7.572
F 2.262 -3.750 6.910
H 5.662 -5.689 7.200
H 5.421 -4.297 8.217
H 7.535 -2.717 8.061
H 2.896 -3.239 4.513
C -4.696 -2.695 -3.263
C -3.622 -1.871 -3.990
C -3.362 -0.448 -3.498
F -4.448 0.343 -3.608
F -2.382 0.128 -4.252
F -3.868 -1.860 -5.315
F -2.442 -2.528 -3.801
O -5.980 -2.777 -3.847
C -6.948 -1.835 -3.615
C -7.336 -1.084 -4.892
F -6.262 -0.480 -5.439
F -8.241 -0.131 -4.577
F -6.602 -0.990 -2.624
F -8.051 -2.492 -3.208
H -4.326 -3.718 -3.307
H -4.749 -2.440 -2.204
H -3.029 -0.447 -2.456
H -7.769 -1.774 -5.619
*
```

- E_HOMO (eV) = -12.7
- M (g mol⁻¹) = 913.5
- frontier orbital gap (eV) = 8.185
- F_max (hartree/bohr) = 0.03520

Here are the Löwdin charges for atoms 1 to 8, given in e:
1. C -0.005
2. C -0.378
3. N 0.185
4. C -0.051
5. N 0.042
6. C -0.294
7. N 0.083
8. C -0.124

***

Record 3
Formula: C27H29F5N2O8P2STeV
Source: OMol25
Level of theory: wB97M-V/def2-TZVPD

Structure (ORCA input):
```
! RIJCOSX wB97M-V def2-TZVPD def2/J DEFGRID3
* xyz 0 2
V -0.811 -0.814 -0.101
O -1.672 -2.355 0.703
C -2.237 -3.426 0.133
C -2.257 -4.560 0.962
C -2.650 -5.735 0.439
C -3.056 -5.851 -0.863
C -3.112 -4.772 -1.672
C -2.739 -3.528 -1.201
C -2.729 -2.428 -2.055
N -2.109 -1.357 -1.760
N -2.075 -0.481 -2.815
C -1.128 0.424 -2.661
O -0.397 0.450 -1.558
C -0.743 1.337 -3.733
C -1.394 1.424 -4.961
C -1.062 2.440 -5.846
C -0.087 3.385 -5.460
C 0.612 3.235 -4.273
C 0.285 2.171 -3.383
H -1.928 -4.415 2.017
H -2.644 -6.631 1.140
H -3.395 -6.870 -1.146
H -3.461 -4.828 -2.710
H -3.238 -2.537 -2.994
H -2.137 0.640 -5.103
H -1.685 2.602 -6.736
H 0.118 4.280 -6.117
H 1.266 3.968 -3.862
H 0.760 2.071 -2.399
C -2.386 -0.879 4.194
O -1.490 -1.441 3.229
P -0.318 -0.618 2.445
O 1.044 -1.369 2.745
C 1.396 -1.910 3.996
O -0.277 0.696 3.404
C 0.792 1.605 3.361
H -3.303 -0.411 3.803
H -1.886 -0.181 4.880
H -2.720 -1.667 4.824
H 0.492 -2.090 4.580
H 2.132 -1.227 4.430
H 1.910 -2.840 3.820
H 1.270 1.668 2.371
H 1.633 1.254 4.071
H 0.390 2.534 3.759
C 4.768 -0.852 2.226
C 3.883 -0.116 1.183
O 3.427 -1.123 0.229
P 2.158 -0.856 -0.741
O 1.115 -0.233 0.219
Te 1.226 -2.798 -1.596
O 2.484 0.398 -1.683
C 2.828 0.290 -3.080
C 3.798 1.409 -3.396
H 4.860 -0.228 3.124
H 5.762 -1.024 1.844
H 4.316 -1.849 2.347
H 4.414 0.701 0.680
H 2.973 0.297 1.668
H 1.958 0.460 -3.671
H 3.296 -0.704 -3.301
H 3.381 2.404 -3.110
H 3.892 1.508 -4.536
H 4.822 1.171 -3.036
F -0.856 5.800 2.969
C -1.172 4.601 2.449
C -0.576 4.174 1.271
F 0.260 5.017 0.617
C -0.981 2.955 0.695
F -0.362 2.639 -0.424
C -1.875 2.081 1.345
S -2.516 0.605 0.567
C -2.397 2.567 2.544
F -3.330 1.856 3.253
C -2.041 3.760 3.131
F -2.487 4.124 4.320
*
```

- E_HOMO (spin up / spin down) (eV) = -7.7 / -7.7
- energy relative to the best compared isomer or geometry (same formula, charge and spin) (kcal/mol) = 33.61
- M (g mol⁻¹) = 877.1
- frontier orbital gap (spin up / spin down) (eV) = 6.171 / 6.796
- F_max (hartree/bohr) = 0.06081

Here are the Löwdin charges for atoms 1 to 8, given in e:
1. V 0.641
2. O -0.281
3. C -0.286
4. C -0.014
5. C -0.105
6. C -0.112
7. C -0.045
8. C -0.164

***

Record 4
Formula: C27H29FN6O
Source: OMol25
Level of theory: wB97M-V/def2-TZVPD

Structure (ORCA input):
```
! RIJCOSX wB97M-V def2-TZVPD def2/J DEFGRID3
* xyz 0 1
C 3.888 5.039 -1.676
C 3.551 3.643 -1.252
C 4.548 2.720 -0.966
C 4.239 1.426 -0.587
C 2.908 1.043 -0.481
N 2.542 -0.260 -0.099
N 1.553 -0.853 -0.771
C 1.373 -2.033 -0.183
C 0.423 -3.078 -0.415
N -0.431 -3.092 -1.472
C -0.606 -1.950 -2.334
C -1.735 -1.063 -1.808
C -3.027 -1.883 -1.674
C -4.133 -0.989 -1.126
O -5.081 -0.631 -1.793
N -3.954 -0.589 0.154
C -4.783 0.415 0.778
C -3.999 1.656 1.120
C -4.240 2.351 2.299
C -3.513 3.487 2.611
C -2.523 3.944 1.759
C -2.294 3.243 0.589
F -1.328 3.672 -0.253
C -3.015 2.115 0.253
C -2.782 -3.141 -0.834
C -1.603 -3.936 -1.409
N 0.381 -4.099 0.421
N 1.240 -4.244 1.416
C 2.169 -3.374 1.689
C 3.079 -3.676 2.836
C 2.271 -2.184 0.915
C 3.016 -1.004 0.928
C 4.067 -0.539 1.868
C 1.900 1.951 -0.785
C 2.223 3.238 -1.164
H 3.238 5.757 -1.182
H 4.923 5.280 -1.444
H 3.745 5.146 -2.751
H 5.585 3.012 -1.046
H 5.028 0.715 -0.398
H -0.859 -2.321 -3.333
H 0.323 -1.383 -2.383
H -1.431 -0.666 -0.836
H -1.894 -0.225 -2.488
H -3.347 -2.190 -2.676
H -3.135 -0.884 0.661
H -5.256 0.009 1.679
H -5.567 0.652 0.049
H -5.004 2.001 2.976
H -3.714 4.018 3.529
H -1.939 4.821 1.986
H -2.816 1.608 -0.678
H -3.678 -3.762 -0.823
H -2.536 -2.880 0.198
H -1.836 -4.279 -2.422
H -1.368 -4.789 -0.774
H 4.120 -3.590 2.531
H 2.883 -4.687 3.182
H 2.900 -2.984 3.658
H 4.092 0.549 1.909
H 3.865 -0.926 2.864
H 5.051 -0.898 1.564
H 0.870 1.637 -0.721
H 1.431 3.936 -1.387
*
```

- E_HOMO (eV) = -7.6
- structure (SMILES) = Cc1ccc(-n2nc3c(N4CCC(C(=O)NCc5cccc(F)c5)CC4)nnc(C)c3c2C)cc1
- energy relative to the best compared isomer or geometry (same formula, charge and spin) (kcal/mol) = 14.01
- M (g mol⁻¹) = 472.6
- frontier orbital gap (eV) = 7.982
- F_max (hartree/bohr) = 0.02921

Here are the Löwdin charges for atoms 1 to 8, given in e:
1. C -0.049
2. C -0.275
3. C -0.035
4. C -0.015
5. C -0.189
6. N -0.040
7. N 0.141
8. C -0.125

***

Which of these has the highest M?
C27H29F24N4O3